Version i
This record from OMol25 describes a structure of composition C9H19CsNO. The level of theory is ωB97M-V/def2-TZVPD.

Properties
- Highest occupied orbital energy: -12.47 eV
- 2S+1: 1
- LUMO: -3.06 eV
- Total charge: +1

The geometry in XYZ format:
```
31
Properties=species:S:1:pos:R:3:mulliken_charge:R:1
Cs -17.747 -31.955 -3.525 1.0295
C -18.760 -29.678 -1.855 -2.2329
C -20.093 -29.686 -2.595 1.2405
C -19.927 -28.752 -3.806 -0.8698
C -20.874 -28.978 -5.031 -0.8488
C -20.984 -30.407 -5.359 -0.7905
C -21.356 -31.243 -4.143 0.7738
N -20.354 -31.088 -3.060 0.7650
O -20.300 -32.189 -2.137 -0.3617
C -22.791 -30.925 -3.660 -1.6349
C -21.294 -32.664 -4.771 -1.7102
C -21.223 -29.124 -1.593 -1.4505
H -17.942 -30.158 -2.393 0.4198
H -18.918 -30.249 -0.940 0.4576
H -18.389 -28.667 -1.689 0.3466
H -20.159 -27.729 -3.512 0.3750
H -18.880 -28.832 -4.099 0.3715
H -20.461 -28.327 -5.802 0.3854
H -21.888 -28.705 -4.739 0.3040
H -20.032 -30.638 -5.837 0.3405
H -21.779 -30.442 -6.103 0.4135
H -23.004 -29.866 -3.512 0.2587
H -23.609 -31.223 -4.316 0.4676
H -23.059 -31.594 -2.842 0.3777
H -21.438 -33.437 -4.016 0.4233
H -21.986 -32.906 -5.577 0.4021
H -20.299 -33.018 -5.041 0.2577
H -20.836 -28.303 -0.990 0.4957
H -21.526 -29.952 -0.953 0.2425
H -21.952 -28.554 -2.169 0.3958
H -20.883 -31.987 -1.402 0.3555
```


Version ii
This record from OMol25 describes a structure of composition C9H19CsNO. The level of theory is ωB97M-V/def2-TZVPD.

Properties
- Highest occupied orbital energy: -11.63 eV
- 2S+1: 1
- LUMO: -3.54 eV
- Total charge: +1

The geometry in XYZ format:
```
31
Properties=species:S:1:pos:R:3:mulliken_charge:R:1
Cs -2.886 -2.486 -2.679 1.0451
C 0.639 -1.587 1.469 -1.5763
C -0.009 -0.212 1.367 1.5318
C 1.049 0.900 1.469 -1.1548
C 1.807 1.160 0.181 -0.7038
C 0.827 1.387 -0.963 -1.3198
C -0.198 0.233 -1.149 1.5761
N -0.821 -0.061 0.130 0.2355
O -1.777 -1.119 0.038 -0.4736
C -1.234 0.845 -2.116 -1.4164
C 0.577 -0.914 -1.804 -1.6469
C -0.969 0.005 2.537 -1.9611
H 1.235 -1.889 0.601 0.3049
H -0.152 -2.336 1.531 0.3206
H 1.387 -1.690 2.256 0.4111
H 0.563 1.842 1.737 0.3525
H 1.761 0.643 2.253 0.4769
H 2.528 0.370 -0.047 0.3404
H 2.407 2.073 0.224 0.3976
H 1.374 1.520 -1.897 0.4791
H 0.248 2.293 -0.769 0.4027
H -1.844 0.137 -2.693 -0.0527
H -1.967 1.508 -1.656 0.4227
H -0.722 1.440 -2.873 0.3730
H 0.759 -0.691 -2.862 0.3549
H 1.549 -1.076 -1.346 0.3335
H 0.122 -1.912 -1.831 0.3194
H -1.518 0.944 2.415 0.4599
H -0.398 0.057 3.464 0.4036
H -1.779 -0.722 2.642 0.3995
H -2.560 -0.662 0.370 0.3645
```


Which structure is most stable? version ii, by 0.0549 hartree over the runner-up.


Version i
This record from OMol25 describes a structure of composition C4H32BO24. The level of theory is ωB97M-V/def2-TZVPD.

Properties
- Highest occupied orbital energy: -8.17 eV
- 2S+1: 1
- LUMO: 1.14 eV
- Total charge: -1

The geometry in XYZ format:
```
61
Properties=species:S:1:pos:R:3:mulliken_charge:R:1
O -4.474 -31.009 3.646 -0.6649
C -3.373 -31.070 3.203 0.5428
O -2.395 -30.652 3.866 -0.2788
B -1.354 -30.397 2.840 1.2261
O -1.939 -30.949 1.586 -0.5306
C -3.095 -31.222 1.810 0.8434
O -3.968 -31.359 0.966 -0.8530
O -0.002 -31.028 3.208 -0.8383
C 0.793 -30.047 3.304 -0.0570
O 1.997 -30.255 3.594 -0.7321
C 0.145 -28.831 3.051 0.4469
O -1.076 -28.942 2.730 0.6369
O 0.578 -27.717 3.247 -0.2910
O -5.715 -28.507 4.831 -0.7170
H -4.898 -28.060 4.890 0.4522
H -5.501 -29.305 4.341 0.3628
O 3.257 -26.610 3.837 -0.7200
H 3.352 -27.147 3.050 0.4150
H 2.466 -26.992 4.140 0.2763
O -3.200 -27.478 4.699 -0.8866
H -3.676 -26.650 4.648 0.3261
H -2.297 -27.144 4.711 0.1710
O -3.224 -29.642 6.361 -0.7788
H -3.473 -30.352 5.763 0.4145
H -3.126 -28.845 5.771 0.3899
O -0.413 -29.324 6.205 -0.5456
H 0.151 -29.987 6.566 0.2329
H -1.368 -29.527 6.192 0.4204
O -1.970 -29.942 -1.120 -0.7452
H -2.625 -29.862 -1.807 0.2978
H -2.382 -30.501 -0.434 0.3552
O 0.508 -29.436 -0.015 -0.5812
H 0.316 -28.576 0.264 0.2620
H -0.397 -29.657 -0.364 0.3602
O 2.743 -30.216 6.365 -0.6643
H 2.355 -30.445 5.545 0.3949
H 3.374 -29.596 5.995 0.2827
O 0.795 -25.012 2.418 -0.7216
H -0.118 -25.086 2.592 0.3379
H 1.044 -25.895 2.311 0.3322
O 3.290 -30.666 1.033 -0.7026
H 2.468 -31.063 1.066 0.2800
H 3.675 -30.953 1.833 0.3066
O 2.953 -27.857 1.516 -0.6331
H 3.084 -28.812 1.343 0.3958
H 2.518 -27.517 0.683 0.2777
O -6.163 -29.894 0.496 -0.7006
H -5.369 -30.351 0.717 0.4198
H -6.053 -28.933 0.680 0.2985
O -0.693 -26.289 5.053 -0.7355
H -0.145 -26.835 4.457 0.2699
H -0.198 -26.375 5.858 0.2955
O -3.954 -28.251 2.124 -0.4716
H -3.445 -28.013 1.342 0.3239
H -3.420 -28.034 2.930 0.1564
O 4.653 -30.669 3.776 -0.7091
H 4.996 -29.975 4.281 0.3045
H 3.698 -30.482 3.828 0.5350
O -2.107 -25.567 2.015 -0.6146
H -2.790 -25.327 1.401 0.3007
H -1.590 -26.257 1.662 0.2288
```


Version ii
This record from OMol25 describes a structure of composition C4H32BO24. The level of theory is ωB97M-V/def2-TZVPD.

Properties
- Highest occupied orbital energy: -7.62 eV
- 2S+1: 1
- LUMO: 0.78 eV
- Total charge: -1

The geometry in XYZ format:
```
61
Properties=species:S:1:pos:R:3:mulliken_charge:R:1
O -0.798 -3.024 -1.149 -1.0560
C -0.639 -1.724 -1.104 0.2761
O -1.238 -1.098 -0.138 0.3876
B -0.636 0.219 -0.163 1.3049
O 0.392 0.192 -1.184 0.7660
C 0.401 -0.991 -1.589 -0.0123
O 1.355 -1.484 -2.191 -0.6967
O -0.089 0.569 1.159 0.0689
C -0.491 1.690 1.477 0.4959
O -0.319 2.243 2.562 -0.9000
C -1.329 2.177 0.507 0.4952
O -1.558 1.247 -0.392 -1.0265
O -1.831 3.304 0.390 -0.6431
O 0.443 1.024 -4.421 -0.6714
H 1.429 0.998 -4.805 0.2997
H 0.156 1.449 -3.553 0.2993
O 3.175 0.667 -2.266 -0.6367
H 3.965 0.719 -1.916 0.2456
H 2.836 -0.246 -2.021 0.0841
O -2.937 3.317 -2.186 -0.6622
H -3.661 3.870 -1.914 0.2668
H -2.684 2.929 -1.370 0.4155
O 2.828 0.859 0.579 -0.5437
H 2.510 0.660 -0.327 0.2251
H 2.451 1.665 0.817 0.4332
O -0.182 4.724 2.760 -0.6931
H 0.195 3.755 2.772 0.4131
H -1.078 4.491 3.000 0.3641
O 0.446 -2.246 2.593 -0.6784
H 0.953 -2.890 3.188 0.2868
H 1.112 -1.748 2.237 0.3529
O 2.475 -1.675 -4.758 -0.6284
H 1.879 -1.968 -4.094 0.3443
H 3.309 -1.480 -4.191 0.3135
O 0.616 2.766 -2.241 -0.5649
H 0.781 2.814 -1.277 0.2274
H -0.043 3.383 -2.312 0.3065
O -2.917 4.014 2.972 -0.6383
H -3.406 3.459 2.436 0.2780
H -3.267 5.050 2.894 0.3314
O -4.457 -2.243 0.146 -0.7213
H -3.606 -1.992 0.554 0.2092
H -3.983 -3.062 -0.088 0.4825
O 2.598 -1.054 1.491 -1.0105
H 2.436 0.006 1.142 0.4422
H 2.664 -1.479 0.614 0.3406
O -3.321 -4.011 -1.450 -0.6994
H -3.988 -4.013 -2.261 0.2960
H -2.400 -3.798 -1.532 0.4300
O 3.943 -2.029 -0.924 -0.5594
H 3.605 -2.954 -0.712 0.3252
H 4.659 -1.955 -0.349 0.2655
O 0.355 -4.436 0.696 -0.7865
H -0.248 -4.005 -0.065 0.5023
H 0.225 -3.657 1.402 0.4026
O -2.434 -2.431 2.284 -0.6225
H -2.753 -1.764 2.824 0.2868
H -1.615 -2.370 1.948 0.1909
O 1.152 1.087 4.843 -0.6683
H 1.995 1.453 4.590 0.2897
H 0.573 1.028 4.065 0.3743
```


Which structure is most stable? version i, by 0.2254 hartree over the runner-up.